<w>
Below is C6H8N2 in the gas phase, with properties calculated with ωB97M-V/def2-TZVPD.

Kohn-Sham gap (alpha / beta) (eV): 6.677 / 6.678
E_LUMO (alpha / beta) (eV): -0.296 / -0.296

The geometry in ORCA input format:
```
! RIJCOSX wB97M-V def2-TZVPD def2/J DEFGRID3
* xyz 0 1
C -0.094 -2.301 -0.495
C 0.320 -1.183 -0.250
C 1.391 -0.071 -0.132
C 2.707 -0.349 -0.115
N 0.731 1.027 0.229
C -0.597 0.687 0.060
C -1.484 0.898 1.263
N -1.193 0.901 -1.172
H -0.446 -3.293 -0.661
H 3.388 0.343 0.363
H 3.093 -1.264 -0.545
H -1.003 0.476 2.148
H -1.626 1.970 1.415
H -2.460 0.433 1.108
H -2.175 0.678 -1.273
H -0.554 1.049 -1.943
*
```

Taken from the Löwdin analysis, the atomic charges in e are: number 1, C, carries 0.151; number 2, C, carries -0.109; number 3, C, carries -0.454; number 4, C, carries 0.011; number 5, N, carries 0.069; number 6, C, carries -0.444; number 7, C, carries -0.016; number 8, N, carries 0.176; number 9, H, carries 0.030; number 10, H, carries 0.045; number 11, H, carries 0.041; number 12, H, carries 0.089; number 13, H, carries 0.094; number 14, H, carries 0.078; number 15, H, carries 0.114; number 16, H, carries 0.126


<x>
Below is C6H8N2 in the gas phase, with properties calculated with ωB97M-V/def2-TZVPD.

Kohn-Sham gap (eV): 8.188
E_LUMO (eV): 0.330

The geometry in ORCA input format:
```
! RIJCOSX wB97M-V def2-TZVPD def2/J DEFGRID3
* xyz 0 1
H 0.910 -2.286 -1.880
N 0.664 -2.133 -0.907
C 0.466 -0.915 -0.600
C 0.659 0.179 -1.505
C 0.950 1.052 -2.270
C 0.134 -0.558 0.790
N 0.645 -1.436 1.728
C -0.646 0.485 1.125
C -1.391 1.403 0.218
H 1.162 1.809 -2.983
H 1.358 -2.070 1.411
H 0.664 -1.139 2.686
H -0.812 0.647 2.189
H -0.866 2.359 0.133
H -1.521 0.997 -0.776
H -2.375 1.608 0.641
*
```

Taken from the Löwdin analysis, the atomic charges in e are: number 1, H, carries 0.067; number 2, N, carries 0.172; number 3, C, carries -0.356; number 4, C, carries -0.086; number 5, C, carries 0.153; number 6, C, carries -0.331; number 7, N, carries 0.092; number 8, C, carries -0.107; number 9, C, carries -0.116; number 10, H, carries 0.036; number 11, H, carries 0.078; number 12, H, carries 0.089; number 13, H, carries 0.103; number 14, H, carries 0.077; number 15, H, carries 0.057; number 16, H, carries 0.072


<x> is the most stable structure; the next one sits 223.8 kJ/mol above it.


<w>
Below is C2H5NS2 in the gas phase, with properties calculated with ωB97M-V/def2-TZVPD.

Kohn-Sham gap (eV): 7.743
E_LUMO (eV): -0.424

The geometry in ORCA input format:
```
! RIJCOSX wB97M-V def2-TZVPD def2/J DEFGRID3
* xyz 0 1
C 0.461 1.327 -0.135
C 0.797 -0.079 -0.004
S 2.385 -0.920 -0.244
N -0.189 -0.988 -0.029
S -1.947 -0.631 -0.328
H 1.427 1.819 -0.508
H 0.272 1.568 1.100
H -0.516 1.300 -1.022
H -0.198 -2.084 0.118
H -2.493 -1.313 1.051
*
```

Taken from the Löwdin analysis, the atomic charges in e are: number 1, C, carries -0.160; number 2, C, carries -0.942; number 3, S, carries 0.432; number 4, N, carries -0.453; number 5, S, carries 0.620; number 6, H, carries 0.081; number 7, H, carries 0.170; number 8, H, carries 0.127; number 9, H, carries 0.127; number 10, H, carries -0.002


<x>
Below is a 2-piece molecular cluster, C2H5NS2 overall, with properties calculated with ωB97M-V/def2-TZVPD.

Kohn-Sham gap (eV): 9.296
E_LUMO (eV): 0.693

The geometry in ORCA input format:
```
! RIJCOSX wB97M-V def2-TZVPD def2/J DEFGRID3
* xyz 0 1
C 1.176 2.245 1.828
N 0.320 1.993 1.113
H 2.228 2.282 2.049
S 1.633 -0.835 0.101
C 0.232 0.120 -0.663
S -1.556 -0.525 -0.611
H 2.096 -0.380 -1.130
H 0.571 0.447 -1.658
H -0.264 1.150 -0.104
H -1.873 0.057 0.558
*
```

Taken from the Löwdin analysis, the atomic charges in e are: number 1, C, carries -0.010; number 2, N, carries 0.036; number 3, H, carries 0.075; number 4, S, carries 0.583; number 5, C, carries -0.971; number 6, S, carries 0.575; number 7, H, carries -0.116; number 8, H, carries 0.005; number 9, H, carries -0.002; number 10, H, carries -0.174


<x> is the most stable structure; the next one sits 27.2 kJ/mol above it.


<w>
Below is C2H5NS2 as an isolated structure, with properties calculated with ωB97M-V/def2-TZVPD.

Kohn-Sham gap (alpha / beta) (eV): 7.264 / 7.193
E_LUMO (alpha / beta) (eV): -0.780 / -0.810

The geometry in ORCA input format:
```
! RIJCOSX wB97M-V def2-TZVPD def2/J DEFGRID3
* xyz 0 1
C 0.126 -2.059 1.051
C 0.866 -0.013 -0.252
N 0.622 -1.168 0.417
S -2.275 1.643 -0.089
S 2.627 -0.277 -0.128
H 0.615 -2.856 1.533
H 0.410 0.046 -1.286
H 0.478 0.899 0.361
H -2.427 1.468 -1.346
H -1.044 2.315 -0.261
*
```

Taken from the Löwdin analysis, the atomic charges in e are: number 1, C, carries 0.152; number 2, C, carries -0.765; number 3, N, carries -0.159; number 4, S, carries 0.492; number 5, S, carries 0.474; number 6, H, carries 0.070; number 7, H, carries 0.097; number 8, H, carries 0.064; number 9, H, carries -0.271; number 10, H, carries -0.154


<x>
Below is a 2-piece molecular cluster, C2H5NS2 overall, with properties calculated with ωB97M-V/def2-TZVPD.

Kohn-Sham gap (alpha / beta) (eV): 7.107 / 7.152
E_LUMO (alpha / beta) (eV): -1.127 / -1.058

The geometry in ORCA input format:
```
! RIJCOSX wB97M-V def2-TZVPD def2/J DEFGRID3
* xyz 0 1
C -0.243 0.679 0.775
C 0.557 -0.757 -1.220
N -0.644 1.227 1.896
S -0.469 2.318 -1.305
S 0.015 -1.049 0.521
H 1.194 0.099 -1.084
H -0.200 -0.496 -1.827
H 1.086 -1.547 -1.798
H -1.004 2.174 1.707
H -1.006 0.812 2.738
*
```

Taken from the Löwdin analysis, the atomic charges in e are: number 1, C, carries -0.618; number 2, C, carries -0.427; number 3, N, carries 0.020; number 4, S, carries -0.003; number 5, S, carries 0.829; number 6, H, carries -0.023; number 7, H, carries -0.049; number 8, H, carries 0.064; number 9, H, carries 0.097; number 10, H, carries 0.109


<x> is the most stable structure; the next one sits 13.6 kJ/mol above it.


<w>
Below is C8H6N2O in the gas phase, with properties calculated with ωB97M-V/def2-TZVPD.

Kohn-Sham gap (eV): 9.116
E_LUMO (eV): 0.149

The geometry in ORCA input format:
```
! RIJCOSX wB97M-V def2-TZVPD def2/J DEFGRID3
* xyz 0 1
O -0.114 1.030 -3.387
C -0.076 1.367 -2.269
C -0.247 0.392 -1.230
C -0.847 -0.777 -1.519
N -0.886 -1.599 -0.313
C -0.332 -0.894 0.703
N -0.099 -1.383 2.016
C 0.445 -0.379 2.800
C 1.097 0.728 2.354
C 0.956 1.051 0.998
C 0.077 0.350 0.182
H 0.241 2.345 -1.952
H -1.147 -0.947 -2.478
H -1.041 -2.634 -0.181
H 0.217 -0.501 3.895
H 1.815 1.269 3.001
H 1.281 2.084 0.776
*
```

Taken from the Löwdin analysis, the atomic charges in e are: number 1, O, carries 0.092; number 2, C, carries -0.262; number 3, C, carries -0.152; number 4, C, carries 0.039; number 5, N, carries 0.110; number 6, C, carries -0.272; number 7, N, carries 0.119; number 8, C, carries -0.175; number 9, C, carries -0.106; number 10, C, carries -0.017; number 11, C, carries -0.131; number 12, H, carries 0.120; number 13, H, carries 0.100; number 14, H, carries 0.182; number 15, H, carries 0.118; number 16, H, carries 0.113; number 17, H, carries 0.122


<x>
Below is C8H6N2O as an isolated structure, with properties calculated with ωB97M-V/def2-TZVPD.

Kohn-Sham gap (eV): 9.692
E_LUMO (eV): 0.597

The geometry in ORCA input format:
```
! RIJCOSX wB97M-V def2-TZVPD def2/J DEFGRID3
* xyz 0 1
C 2.329 1.064 0.007
C 2.969 -0.142 -0.010
C 2.118 -1.255 -0.046
C 0.254 -0.039 -0.044
C 0.982 1.113 -0.024
C -1.257 0.029 0.012
C -3.231 0.598 0.012
C -3.226 -0.725 -0.036
H 3.037 1.962 0.032
H 4.060 -0.475 0.042
H 2.798 -2.429 0.083
H 0.461 2.013 -0.079
H -4.237 1.089 -0.085
H -4.017 -1.529 0.155
N 0.839 -1.203 0.009
N -1.923 1.058 0.006
O -1.954 -1.128 -0.032
*
```

Taken from the Löwdin analysis, the atomic charges in e are: number 1, C, carries -0.090; number 2, C, carries -0.094; number 3, C, carries -0.190; number 4, C, carries -0.193; number 5, C, carries -0.033; number 6, C, carries -0.332; number 7, C, carries -0.121; number 8, C, carries -0.133; number 9, H, carries 0.139; number 10, H, carries 0.123; number 11, H, carries 0.181; number 12, H, carries 0.099; number 13, H, carries 0.127; number 14, H, carries 0.156; number 15, N, carries 0.114; number 16, N, carries 0.161; number 17, O, carries 0.084


<w> is the most stable structure; the next one sits 68.8 kJ/mol above it.


<w>
Below is C8H11NOS in the gas phase, with properties calculated with ωB97M-V/def2-TZVPD.

Kohn-Sham gap (eV): 9.121
E_LUMO (eV): 0.788

The geometry in ORCA input format:
```
! RIJCOSX wB97M-V def2-TZVPD def2/J DEFGRID3
* xyz 0 1
C -3.242 -0.174 0.083
C -3.379 -1.536 0.052
S -1.908 -2.352 0.281
C -1.078 -0.772 0.231
C 0.417 -0.554 0.314
C 0.943 -0.634 -1.169
O 2.193 -0.044 -1.431
C 2.292 1.252 -0.787
C 2.151 1.150 0.806
N 0.831 0.527 1.083
C -1.915 0.252 0.251
H -4.094 0.454 0.087
H -4.370 -1.946 0.080
H 0.741 -1.439 0.824
H 0.957 -1.784 -1.364
H 0.233 -0.123 -1.905
H 1.559 2.022 -1.330
H 3.359 1.542 -1.043
H 2.324 2.010 1.443
H 2.862 0.446 1.177
H 0.644 0.436 2.077
H -1.522 1.265 0.242
*
```

Taken from the Löwdin analysis, the atomic charges in e are: number 1, C, carries -0.186; number 2, C, carries -0.453; number 3, S, carries 1.016; number 4, C, carries -0.484; number 5, C, carries -0.387; number 6, C, carries -0.162; number 7, O, carries -0.166; number 8, C, carries -0.154; number 9, C, carries -0.134; number 10, N, carries -0.046; number 11, C, carries -0.143; number 12, H, carries 0.089; number 13, H, carries 0.063; number 14, H, carries 0.118; number 15, H, carries 0.155; number 16, H, carries 0.141; number 17, H, carries 0.153; number 18, H, carries 0.125; number 19, H, carries 0.108; number 20, H, carries 0.093; number 21, H, carries 0.132; number 22, H, carries 0.122


<x>
Below is C8H11NOS in the gas phase, with properties calculated with ωB97M-V/def2-TZVPD.

Kohn-Sham gap (eV): 8.623
E_LUMO (eV): -0.370

The geometry in ORCA input format:
```
! RIJCOSX wB97M-V def2-TZVPD def2/J DEFGRID3
* xyz 0 1
C 0.727 -3.708 -0.631
C 0.818 -1.674 0.261
C -0.016 -1.351 -0.735
C 1.362 -0.731 1.248
C 0.471 0.491 1.251
C 0.533 1.156 -0.149
C -0.318 0.322 -1.152
C -1.799 0.558 -1.176
N 1.233 -3.012 0.254
O 0.439 -2.768 -3.077
S -0.379 -2.762 -1.792
H 0.926 -4.773 -0.949
H 1.461 -1.073 2.270
H 2.374 -0.265 0.934
H -0.495 0.096 1.444
H 0.737 1.175 2.152
H 0.199 2.162 -0.204
H 1.563 1.003 -0.412
H 0.074 0.341 -2.205
H -2.318 1.560 -1.423
H -2.316 0.280 -0.246
H -2.281 -0.041 -1.896
*
```

Taken from the Löwdin analysis, the atomic charges in e are: number 1, C, carries -0.253; number 2, C, carries -0.321; number 3, C, carries -0.219; number 4, C, carries -0.158; number 5, C, carries -0.210; number 6, C, carries -0.144; number 7, C, carries -0.256; number 8, C, carries -0.111; number 9, N, carries 0.064; number 10, O, carries -0.553; number 11, S, carries 0.960; number 12, H, carries 0.117; number 13, H, carries 0.117; number 14, H, carries 0.153; number 15, H, carries 0.090; number 16, H, carries 0.145; number 17, H, carries 0.101; number 18, H, carries 0.099; number 19, H, carries 0.139; number 20, H, carries 0.111; number 21, H, carries 0.080; number 22, H, carries 0.046


<w> is the most stable structure; the next one sits 99.8 kJ/mol above it.


<w>
Below is a 2-piece molecular cluster, C4H12NO2 overall, with properties calculated with ωB97M-V/def2-TZVPD.

Kohn-Sham gap (eV): 10.883
E_LUMO (eV): -3.693

The geometry in ORCA input format:
```
! RIJCOSX wB97M-V def2-TZVPD def2/J DEFGRID3
* xyz 1 1
O -1.100 -2.015 2.216
C 0.067 -1.831 2.033
C 0.512 -0.756 1.029
N -0.691 -0.516 0.123
C -1.204 0.883 -0.052
C 1.744 -1.174 0.240
H 0.864 -2.419 2.501
H 0.642 0.211 1.524
H -0.593 -1.001 -0.766
H -1.411 -1.029 0.677
H -1.568 1.234 0.897
H -2.077 0.800 -0.652
H -0.384 1.492 -0.403
H 1.648 -2.158 -0.220
H 2.625 -1.129 0.882
H 1.920 -0.474 -0.575
H -0.021 3.070 -3.830
H -0.342 3.782 -2.545
O -0.631 3.029 -3.079
*
```

Taken from the Löwdin analysis, the atomic charges in e are: number 1, O, carries 0.108; number 2, C, carries -0.153; number 3, C, carries -0.257; number 4, N, carries 0.027; number 5, C, carries 0.037; number 6, C, carries -0.024; number 7, H, carries 0.152; number 8, H, carries 0.163; number 9, H, carries 0.183; number 10, H, carries 0.147; number 11, H, carries 0.107; number 12, H, carries 0.103; number 13, H, carries 0.102; number 14, H, carries 0.101; number 15, H, carries 0.103; number 16, H, carries 0.092; number 17, H, carries 0.044; number 18, H, carries 0.038; number 19, O, carries -0.071


<x>
Below is a 2-piece molecular cluster, C4H12NO2 overall, with properties calculated with ωB97M-V/def2-TZVPD.

Kohn-Sham gap (eV): 11.019
E_LUMO (eV): -3.059

The geometry in ORCA input format:
```
! RIJCOSX wB97M-V def2-TZVPD def2/J DEFGRID3
* xyz 1 1
C -0.759 1.189 -0.736
C -1.763 0.067 -0.984
C -1.168 -1.217 -1.538
C -0.031 -1.781 -0.777
O 0.292 -1.375 0.326
N -0.301 1.191 0.694
H 0.157 1.033 -1.311
H -1.032 2.209 -0.990
H -2.392 -0.124 -0.100
H -2.483 0.457 -1.720
H -1.936 -1.994 -1.566
H -0.897 -1.166 -2.596
H 0.544 -2.602 -1.208
H 0.087 0.242 0.890
H -1.100 1.298 1.320
H 0.411 1.875 0.949
H 4.263 1.016 3.245
H 4.256 -0.553 3.244
O 3.853 0.235 2.859
*
```

Taken from the Löwdin analysis, the atomic charges in e are: number 1, C, carries -0.134; number 2, C, carries -0.160; number 3, C, carries -0.148; number 4, C, carries -0.188; number 5, O, carries 0.036; number 6, N, carries 0.175; number 7, H, carries 0.140; number 8, H, carries 0.133; number 9, H, carries 0.134; number 10, H, carries 0.132; number 11, H, carries 0.141; number 12, H, carries 0.137; number 13, H, carries 0.141; number 14, H, carries 0.116; number 15, H, carries 0.170; number 16, H, carries 0.175; number 17, H, carries 0.034; number 18, H, carries 0.041; number 19, O, carries -0.073


<y>
Below is a 2-piece molecular cluster, C4H12NO2 overall, with properties calculated with ωB97M-V/def2-TZVPD.

Kohn-Sham gap (eV): 11.115
E_LUMO (eV): -4.013

The geometry in ORCA input format:
```
! RIJCOSX wB97M-V def2-TZVPD def2/J DEFGRID3
* xyz 1 1
O 0.961 0.119 2.225
C 1.196 -0.070 1.019
C 0.055 -0.002 0.000
C -0.327 -1.238 -0.826
C 0.840 -1.736 -1.682
N -1.086 0.265 0.992
H 2.166 -0.549 0.764
H 0.248 0.964 -0.843
H -0.491 -2.010 -0.107
H -1.173 -1.044 -1.399
H 1.728 -2.154 -1.105
H 1.143 -0.952 -2.373
H 0.400 -2.453 -2.431
H -1.365 -0.679 1.575
H -0.659 0.804 1.730
H -1.921 0.714 0.514
H -0.774 3.391 1.444
H -0.177 3.553 -0.058
O -0.764 3.076 0.558
*
```

Taken from the Löwdin analysis, the atomic charges in e are: number 1, O, carries 0.048; number 2, C, carries -0.126; number 3, C, carries -0.251; number 4, C, carries -0.221; number 5, C, carries -0.086; number 6, N, carries 0.143; number 7, H, carries 0.149; number 8, H, carries 0.241; number 9, H, carries 0.110; number 10, H, carries 0.102; number 11, H, carries 0.106; number 12, H, carries 0.074; number 13, H, carries 0.104; number 14, H, carries 0.252; number 15, H, carries 0.089; number 16, H, carries 0.190; number 17, H, carries 0.039; number 18, H, carries 0.075; number 19, O, carries -0.039


<x> is the most stable structure; the next one sits 52.9 kJ/mol above it.